P) 14
Properties=species:S:1:pos:R:3 method="wB97M-V/def2-TZVPD" lumo_ev=3.4 homo_lumo_gap_ev=5.4 multiplicity=1 total_charge=-1
C 2.19 -0.16 0.22
O 3.08 0.15 -0.74
C 0.90 0.77 0.21
C -0.36 0.08 -0.24
H 1.88 -1.24 0.17
H 2.60 -0.03 1.28
H 0.77 1.16 1.22
H 1.17 1.54 -0.52
H -0.49 -0.83 0.33
H -1.20 0.77 -0.06
H -0.41 -0.17 -1.30
H -3.69 -1.21 0.28
H -2.82 -0.47 -0.69
O -3.64 -0.35 -0.17

Q) 14
Properties=species:S:1:pos:R:3 method="wB97M-V/def2-TZVPD" lumo_ev=4.5 homo_lumo_gap_ev=7.9 multiplicity=1 total_charge=-1
C -0.99 -1.43 2.03
O 0.12 -0.66 1.85
H -1.90 -0.96 1.60
H -1.15 -1.70 3.08
H -0.93 -2.40 1.50
C 0.21 0.45 -0.94
O 1.13 -0.35 -0.29
C 0.87 1.54 -1.82
H -0.39 0.98 -0.19
H -0.60 -0.11 -1.46
H 0.65 -0.72 0.75
H 0.66 2.49 -1.36
H 0.38 1.53 -2.80
H 1.94 1.35 -1.96

Computed stability ranking, most favorable first: Q), P)

P) 17
Properties=species:S:1:pos:R:3 method="wB97M-V/def2-TZVPD" lumo_ev=0.6 homo_lumo_gap_ev=9.8 multiplicity=1 total_charge=0
C 1.40 1.42 -0.29
C 0.36 0.81 -1.33
O -0.94 1.37 -1.17
C 0.20 -0.71 -1.32
C 0.23 -1.56 -0.30
N 0.29 -1.39 1.09
C -0.47 -0.57 1.86
O -1.27 0.24 1.39
H 1.24 1.23 0.78
H 2.39 1.03 -0.57
H 1.46 2.52 -0.44
H 0.69 1.16 -2.33
H -1.23 1.09 -0.30
H 0.02 -1.20 -2.26
H 0.21 -2.63 -0.53
H 0.89 -1.99 1.66
H -0.38 -0.75 2.95

Q) 17
Properties=species:S:1:pos:R:3 method="wB97M-V/def2-TZVPD" lumo_ev=0.4 homo_lumo_gap_ev=9.4 multiplicity=1 smiles=O[C@@]12CNC[C@]1(O)C2 total_charge=0
O 1.21 1.70 -0.44
C 0.15 0.88 0.04
C -1.35 1.05 -0.26
N -1.87 -0.39 -0.20
C -0.78 -1.38 -0.32
C 0.47 -0.60 0.14
O 1.62 -1.41 -0.29
C 0.36 0.23 1.42
H 1.61 1.34 -1.43
H -1.49 1.36 -1.27
H -1.89 1.69 0.59
H -2.41 -0.48 0.68
H -0.73 -1.75 -1.42
H -1.12 -2.15 0.31
H 2.68 -0.93 -0.29
H -0.66 0.16 1.87
H 1.40 0.05 2.03

R) 17
Properties=species:S:1:pos:R:3 method="wB97M-V/def2-TZVPD" lumo_ev=-0.2 homo_lumo_gap_ev=9.5 multiplicity=1 total_charge=0
H -0.94 -1.91 0.87
N -0.30 -1.72 0.10
C -0.55 -0.66 -0.55
C -1.67 0.27 -0.37
C -2.74 0.02 0.38
C 0.42 -0.30 -1.63
O 0.40 0.75 -2.24
H -1.60 1.18 -0.95
H -2.85 -0.89 0.94
H -3.57 0.71 0.43
H 1.12 -1.12 -1.87
C 2.03 0.49 1.17
O 2.18 0.41 -0.23
H 2.95 0.86 1.64
H 1.83 -0.53 1.50
H 1.19 1.12 1.46
H 2.12 1.30 -0.65

Computed stability ranking, most favorable first: P), R), Q)

P) 17
Properties=species:S:1:pos:R:3 method="wB97M-V/def2-TZVPD" lumo_ev="0.7 / -0.2" homo_lumo_gap_ev="8.2 / 6.5" multiplicity=1 total_charge=0
C 1.71 -1.12 1.10
C -3.12 0.69 -1.29
C 2.84 -0.14 1.04
N -0.01 0.11 0.57
C -0.43 -0.68 -0.30
C -1.68 1.08 -1.06
O -0.78 -1.75 -0.66
O -1.18 2.14 -1.27
H 0.45 0.97 0.31
H 1.37 -1.42 2.08
H 1.75 -1.95 0.39
H -3.55 0.41 -0.33
H -3.15 -0.19 -1.93
H -3.68 1.52 -1.74
H 2.67 0.70 1.71
H 3.79 -0.60 1.34
H 2.99 0.24 0.03

Q) 17
Properties=species:S:1:pos:R:3 method="wB97M-V/def2-TZVPD" lumo_ev="-0.2 / -0.3" homo_lumo_gap_ev="7.7 / 7.2" multiplicity=1 total_charge=0
C -2.64 -0.19 -0.31
C -1.40 -0.69 -0.33
O -1.13 -2.02 -0.56
C -0.23 0.18 -0.27
C 1.07 -0.13 -0.61
N 1.56 -1.36 -0.76
O 1.45 0.47 0.95
C 1.60 1.86 1.09
H -3.52 -0.83 -0.40
H -2.81 0.87 -0.21
H -1.96 -2.50 -0.64
H -0.50 1.22 -0.13
H 2.55 -1.46 -0.89
H 1.05 -2.17 -0.42
H 2.13 2.31 0.24
H 2.16 2.06 2.01
H 0.64 2.39 1.21

Computed stability ranking, most favorable first: P), Q)

P) 17
Properties=species:S:1:pos:R:3 method="wB97M-V/def2-TZVPD" lumo_ev=0.6 homo_lumo_gap_ev=10.3 multiplicity=1 smiles="NC1(C(=O)O)CCC1" total_charge=0
N 1.54 0.03 0.77
C 0.35 0.26 0.02
C 0.68 1.07 -1.33
O -0.14 1.41 -2.06
O 2.01 1.15 -1.50
C -0.35 -1.16 -0.46
C -1.63 -0.85 0.51
C -0.98 0.60 0.69
H 1.52 -1.07 1.16
H 1.45 0.59 1.50
H 2.17 0.43 -0.74
H 0.31 -1.85 -0.33
H -0.77 -0.93 -1.24
H -1.15 -1.44 1.24
H -2.65 -0.85 0.26
H -1.17 1.09 1.66
H -1.20 1.52 -0.15

Q) 17
Properties=species:S:1:pos:R:3 method="wB97M-V/def2-TZVPD" lumo_ev="0.2 / 0.3" homo_lumo_gap_ev="7.2 / 7.3" multiplicity=1 total_charge=0
C 0.94 -2.70 0.19
C -1.63 1.97 -0.89
N 0.46 -0.71 -0.36
C -0.68 -0.73 0.17
C -0.56 1.47 0.00
C 0.28 2.14 0.76
O 2.19 -2.55 0.73
O -1.75 -1.19 0.29
H 2.84 -2.40 0.03
H 1.25 -0.28 0.11
H 0.88 -3.20 -0.77
H 0.24 -3.05 0.94
H -2.59 1.50 -0.65
H -1.75 3.06 -0.81
H -1.41 1.74 -1.94
H 1.08 1.67 1.31
H 0.21 3.23 0.88

Computed stability ranking, most favorable first: P), Q)

P) 17
Properties=species:S:1:pos:R:3 method="wB97M-V/def2-TZVPD" lumo_ev=0.6 homo_lumo_gap_ev=10.4 multiplicity=1 smiles="N[C@@H](C=O)CCC=O" total_charge=0
N -1.83 0.04 0.83
C -0.40 -0.16 0.91
C 0.22 -0.62 2.19
O -0.53 -0.84 3.12
C 0.12 -0.64 -0.44
C 0.12 0.44 -1.55
C 1.52 0.86 -1.89
O 1.88 0.92 -3.04
H -2.14 0.52 1.67
H -2.40 -0.78 0.72
H 0.00 0.89 0.94
H 1.30 -0.52 2.37
H 1.15 -0.98 -0.27
H -0.42 -1.52 -0.78
H -0.30 0.07 -2.48
H -0.49 1.30 -1.26
H 2.20 1.01 -1.03

Q) 17
Properties=species:S:1:pos:R:3 method="wB97M-V/def2-TZVPD" lumo_ev=-0.3 homo_lumo_gap_ev=8.4 multiplicity=1 total_charge=0
C 0.15 -0.60 -0.11
C -0.86 -0.33 -1.18
C -1.20 1.17 -0.90
C -0.14 0.25 0.89
C 1.29 0.48 0.15
H 1.14 -1.91 0.96
H -0.40 -2.22 0.91
H -0.77 -0.46 -2.35
H -1.61 -1.01 -0.84
H -2.08 1.75 -1.42
H 0.05 1.83 -1.14
H -0.05 -0.12 1.94
H 1.15 1.39 -0.55
H 1.87 0.56 1.96
N 0.42 -1.95 0.29
O -1.35 1.05 0.64
O 2.42 0.11 0.76

Computed stability ranking, most favorable first: P), Q)

P) 17
Properties=species:S:1:pos:R:3 method="wB97M-V/def2-TZVPD" lumo_ev=0.7 homo_lumo_gap_ev=9.8 multiplicity=1 total_charge=0
C 1.26 -1.16 -0.18
C 0.19 -0.11 0.21
C -0.73 0.54 -0.57
C -1.02 0.48 -2.05
N -0.13 -0.34 -2.81
C 0.17 0.27 1.64
O 0.49 1.39 1.96
O -0.30 -0.67 2.47
H 1.85 -1.50 0.72
H 2.03 -0.80 -0.86
H 0.83 -2.05 -0.62
H -1.37 1.26 -0.06
H -2.06 0.01 -2.19
H -1.01 1.51 -2.47
H -0.40 -0.57 -3.75
H 0.76 0.14 -2.88
H -0.46 -1.51 2.04

Q) 17
Properties=species:S:1:pos:R:3 method="wB97M-V/def2-TZVPD" lumo_ev=-3.7 homo_lumo_gap_ev=4.5 multiplicity=1 total_charge=0
C 2.77 0.45 -0.08
N 2.28 -0.23 -1.10
C -0.80 0.11 1.54
C -0.27 -0.03 0.14
C -1.24 -0.16 -0.92
C -2.64 -0.48 -0.84
O -3.22 -1.08 0.04
O 2.31 0.42 1.07
H 3.68 1.06 -0.24
H 3.05 -0.53 -1.70
H 0.00 0.07 2.30
H -1.50 -0.71 1.81
H -1.34 1.04 1.66
H 0.63 -0.74 0.09
H 0.33 0.84 -0.14
H -0.86 0.26 -1.84
H -3.19 -0.28 -1.77

R) 17
Properties=species:S:1:pos:R:3 method="wB97M-V/def2-TZVPD" lumo_ev=0.3 homo_lumo_gap_ev=8.4 multiplicity=1 smiles=N[C@]12CCO[C@@H]1[C@@H]2O total_charge=0
N 1.34 -0.27 -0.32
C 0.39 -0.58 0.53
C -0.50 -1.29 -0.39
C -0.76 -0.13 -1.52
O -0.38 1.10 -0.75
C -0.64 0.65 0.40
C 0.11 0.48 1.63
O 1.17 1.18 2.25
H 1.47 0.66 -0.74
H 2.10 -0.21 0.28
H -1.44 -2.01 -0.12
H 0.15 -1.95 -1.06
H -1.81 0.04 -1.97
H -0.36 -0.40 -2.48
H -1.86 0.69 0.36
H -0.43 -0.10 2.35
H 1.44 2.14 1.56

Computed stability ranking, most favorable first: P), Q), R)